No. 1
ORCA calculation (the ωB97M-V functional and the def2-TZVPD basis) on 2 unconnected molecules or ions with the total composition C3H10INSSi at a distorted geometry.

```
! wB97M-V def2-TZVPD RIJCOSX def2/J DEFGRID3
* xyz 0 1
C 1.35 0.80 0.80
Si -2.15 -1.15 -2.95
H -3.15 -1.18 -4.15
I -2.71 -3.30 -1.62
H -2.55 -0.11 -2.04
H -0.64 -1.25 -3.13
C 1.07 -0.72 1.05
N 0.82 1.14 -0.43
C 0.87 1.50 2.09
H 0.88 2.50 1.76
S -0.65 1.64 -0.60
H 1.16 -1.31 0.18
H -0.05 1.11 2.30
H 2.48 0.87 0.84
H 1.69 -1.21 1.76
H 0.08 -0.63 1.21
H 1.51 1.30 2.92
*
```

Computed properties:
Gap between HOMO and LUMO in eV: 7.2
Energy relative to the best compared isomer or geometry (same formula, charge and spin) in kcal/mol: 31.18
SMILES: CC(C)N=S.[SiH3]I
Strongest force on any atom in eV/Å: 4.663
Highest occupied orbital energy in eV: -8.416

---

No. 2
ORCA calculation (the ωB97M-V functional and the def2-TZVPD basis) on 10 unconnected molecules or ions with the total composition C30H80O30S10 at a distorted geometry.

```
! wB97M-V def2-TZVPD RIJCOSX def2/J DEFGRID3
* xyz 0 1
C 0.91 -1.66 -3.50
H -7.72 -1.19 5.45
H -1.14 3.19 -5.50
H 3.84 3.19 3.73
O -1.85 -5.67 2.56
O 7.49 0.04 5.34
O 2.29 -1.74 -3.37
H -5.22 5.01 -5.40
O -6.19 -3.95 5.34
O 1.94 4.36 -8.18
O 4.35 5.36 -0.58
C -4.20 -6.05 3.18
H 4.12 3.04 -2.97
C -3.87 -2.31 3.98
H 0.64 -1.19 -4.44
H 0.49 2.25 -0.07
O -1.77 1.53 1.66
H 0.90 -5.57 0.47
H 4.87 3.87 1.78
H 1.36 -1.91 2.78
O -6.41 1.68 -4.61
H -4.84 3.49 -0.62
C -2.73 -6.62 3.17
C 6.18 -0.30 2.47
H -2.25 -1.17 -4.61
H -0.97 0.64 -3.24
H 1.38 -1.80 8.20
H -4.40 -5.73 2.16
H 2.87 -0.86 8.35
H 2.41 2.49 2.87
O -0.27 -7.54 1.98
O -0.26 2.92 -8.04
C 1.78 -0.81 8.43
H 4.66 1.81 6.15
H -4.55 1.89 -0.01
H -0.97 -0.68 5.60
H -2.25 1.40 -8.26
H -4.83 -6.83 3.59
H 1.33 0.60 9.90
H 4.02 1.76 2.82
H -2.95 0.11 -9.15
H 5.47 -0.54 0.51
S 3.08 -0.27 -3.27
O 3.89 -0.26 -2.04
C -0.02 3.93 -3.84
H -6.46 4.73 -4.19
C 5.65 1.94 5.72
H -3.32 2.61 -1.10
C -6.06 4.37 -5.13
O 2.15 4.26 -1.30
C 4.57 3.06 -1.98
H -0.83 3.70 -3.15
H 0.17 2.12 -5.18
H -4.20 -5.16 3.81
H 5.63 2.72 4.96
O -1.50 0.29 -5.84
H 3.35 4.69 1.96
H 3.61 -0.90 -5.45
H 5.42 -1.00 2.81
H -0.77 -3.18 -3.30
C 4.26 -0.63 -4.62
O 1.16 0.04 7.49
O 6.13 0.76 3.41
O 5.06 -0.56 5.22
H -4.02 -1.31 4.38
S -1.68 -0.61 -7.22
C -0.19 1.54 -0.54
H -0.38 -0.02 4.17
O -4.19 2.43 -5.70
H -2.72 -7.61 2.71
S -0.27 -6.16 2.42
C 2.03 1.88 -6.95
H -2.97 -1.38 2.19
H 0.84 3.43 -3.38
H -2.30 1.69 -3.63
H 0.47 -1.73 0.59
C -0.25 0.06 5.26
H -0.92 2.06 -1.16
O 0.51 -5.80 3.63
S 3.54 4.19 -0.87
H -3.78 0.58 -7.61
H -3.53 -3.00 4.75
H -2.90 -3.16 2.34
C 2.06 -1.46 2.07
S -1.10 0.59 0.77
H 0.18 -0.72 9.87
H 0.47 -3.56 -4.41
H 2.65 -0.66 2.51
C -4.39 2.53 -0.88
C 1.08 -0.95 1.03
C -6.70 -1.35 5.09
S 6.14 0.41 5.00
O 1.82 -1.65 5.65
O 3.56 3.21 0.45
H 2.40 1.99 -5.93
O -5.07 -2.79 3.37
H 7.16 -0.78 2.52
H 1.70 -1.11 10.55
H 6.37 2.11 6.52
H -0.73 -4.89 0.44
H 5.56 3.51 -2.02
C 3.48 2.70 2.82
C -2.83 0.49 -8.14
C -2.37 -0.10 -4.76
O 2.12 0.79 -3.66
O 0.77 3.91 -6.04
H -6.46 -0.60 4.33
C 0.15 -5.05 1.07
C -2.78 -2.22 2.87
H 6.53 0.99 0.76
H 2.97 1.85 -7.48
C 3.79 3.72 1.72
C 5.75 0.32 1.12
H 1.46 0.96 -7.10
S -6.46 -3.03 4.27
H 4.78 0.30 -4.86
S 1.05 3.37 -7.57
H -5.96 1.73 -2.12
H 0.79 -3.76 -2.72
H -4.42 1.06 -2.48
O -4.75 3.01 -3.32
H -1.76 -2.09 3.24
H -6.04 -1.25 5.95
H 4.59 2.09 -1.47
C -2.03 0.65 -3.47
H -2.51 0.28 -2.55
H -0.59 1.02 5.64
O 2.33 0.82 5.32
C 0.30 -3.10 -3.43
H 1.56 -0.49 0.17
S 1.50 -0.25 5.86
O 0.24 0.01 1.56
C -0.09 3.18 -5.19
H 2.57 -2.32 1.63
O -7.61 -3.29 3.39
C -4.91 2.00 -2.22
H -6.94 4.35 -5.79
H -2.35 -6.79 4.17
H 4.82 0.90 1.10
S -5.34 2.68 -4.84
H 4.90 -1.43 -4.23
C 1.24 -0.48 9.80
H -3.41 -0.06 -5.06
H 0.34 0.94 -1.29
H 0.49 -1.03 -2.72
O -1.81 -0.50 0.08
O -2.30 -1.87 -6.90
H 0.42 -4.05 1.42
H 0.15 5.00 -3.97
O -0.33 -0.63 -7.79
*
```

Computed properties:
Gap between HOMO and LUMO in eV: 10.6
Energy relative to the best compared isomer or geometry (same formula, charge and spin) in kcal/mol: 122.43
SMILES: CCOS(C)(=O)=O.CCOS(C)(=O)=O.CCOS(C)(=O)=O.CCOS(C)(=O)=O.CCOS(C)(=O)=O.CCOS(C)(=O)=O.CCOS(C)(=O)=O.CCOS(C)(=O)=O.CCOS(C)(=O)=O.CCOS(C)(=O)=O
Strongest force on any atom in eV/Å: 4.010
Highest occupied orbital energy in eV: -10.685

---

No. 3
ORCA calculation (the ωB97M-V functional and the def2-TZVPD basis) on a single C4H6N2O molecule at a distorted geometry.

```
! wB97M-V def2-TZVPD RIJCOSX def2/J DEFGRID3
* xyz 0 1
N -0.58 0.09 -1.54
C -1.00 0.24 0.75
C 1.39 0.26 -0.27
O 1.06 -1.24 -0.58
N -1.09 -1.21 0.27
H 2.04 0.64 -1.06
H -0.63 -1.83 0.93
H 1.87 0.24 0.71
H -0.64 0.28 1.79
C -0.05 0.85 -0.38
C -0.26 -0.95 -0.81
H -1.99 0.70 0.67
H -0.10 1.93 -0.50
*
```

Computed properties:
Gap between HOMO and LUMO in eV: 8.0
Energy relative to the best compared isomer or geometry (same formula, charge and spin) in kcal/mol: 120.95
Strongest force on any atom in eV/Å: 1.296
Highest occupied orbital energy in eV: -8.142